# 1
DFT (ωB97M-V/def2-TZVPD) results for the molecule C20H25N3O5S.

## Properties
Energy relative to the best compared isomer or geometry (same formula, charge and spin) = 193.65 kJ/mol
Kohn-Sham gap = 9.2784 eV
SMILES = COc1ccccc1OCC(=O)Nc1ccc(S(=O)(=O)N2CCN(C)CC2)cc1
E = -46688.0689 eV
E_HOMO = -8.81 eV
Lowest unoccupied orbital energy = 0.5 eV

CARTESIAN COORDINATES (ANGSTROEM)
C: 2.00922 1.69188 2.17418
O: 1.52178 0.75306 3.10110
C: 2.40084 0.08610 3.90818
C: 3.78284 0.17047 3.79785
C: 4.60816 -0.57845 4.61987
C: 4.06530 -1.42670 5.56518
C: 2.69084 -1.50443 5.70124
C: 1.85089 -0.75297 4.89355
O: 0.49657 -0.92804 5.09066
C: -0.35118 0.19815 4.99099
C: -0.94445 0.42363 3.59535
O: -1.42485 1.48377 3.27054
N: -0.90977 -0.70825 2.84360
C: -1.29795 -0.89649 1.52382
C: -2.00862 0.07054 0.80999
C: -2.38383 -0.18071 -0.49597
C: -2.04885 -1.38249 -1.09092
S: -2.56237 -1.67895 -2.77541
O: -3.98648 -1.54958 -2.87025
O: -1.96129 -2.89915 -3.24264
N: -1.88850 -0.33680 -3.53668
C: -2.50180 -0.00637 -4.80739
C: -1.95601 1.33615 -5.27951
N: -0.51354 1.24910 -5.42339
C: 0.04707 2.46282 -5.97484
C: 0.09368 0.90360 -4.15207
C: -0.45217 -0.43534 -3.66429
C: -1.34278 -2.34756 -0.39789
C: -0.96813 -2.10721 0.90973
H: 1.12041 2.13835 1.73073
H: 2.60629 1.21064 1.39304
H: 2.60151 2.47027 2.66420
H: 4.22418 0.81478 3.05442
H: 5.67850 -0.49645 4.50992
H: 4.70347 -2.01763 6.20291
H: 2.23789 -2.14944 6.43749
H: 0.14577 1.11706 5.31454
H: -1.18633 0.00112 5.67378
H: -0.42467 -1.48618 3.27944
H: -2.25832 1.00259 1.28910
H: -2.94124 0.54370 -1.06698
H: -3.57910 0.03417 -4.64738
H: -2.27583 -0.77620 -5.55852
H: -2.38845 1.58248 -6.25146
H: -2.24270 2.11901 -4.55473
H: -0.11891 3.34133 -5.33144
H: 1.11911 2.32918 -6.11158
H: -0.40631 2.65271 -6.94623
H: 1.17440 0.82647 -4.29202
H: -0.10974 1.67267 -3.38409
H: -0.04330 -0.68344 -2.68247
H: -0.18148 -1.22985 -4.37323
H: -1.10017 -3.27184 -0.89795
H: -0.41957 -2.85524 1.46393

# 2
DFT (ωB97M-V/def2-TZVPD) results for the molecule C20H25N3OS.

## Properties
Energy relative to the best compared isomer or geometry (same formula, charge and spin) = 160.93 kJ/mol
Kohn-Sham gap = 8.3393 eV
SMILES = COc1cccc(N2CCN(C(=S)Nc3ccc(C)cc3C)CC2)c1
E = -38498.9411 eV
E_HOMO = -7.79 eV
Lowest unoccupied orbital energy = 0.5 eV

CARTESIAN COORDINATES (ANGSTROEM)
C: 3.10870 2.00511 6.22243
O: 2.31412 1.62708 5.12569
C: 2.47486 0.37318 4.60964
C: 3.35398 -0.58317 5.09741
C: 3.41382 -1.81759 4.46830
C: 2.62259 -2.10986 3.38022
C: 1.73779 -1.15107 2.87250
N: 0.90663 -1.48353 1.80255
C: -0.21055 -0.62466 1.48166
C: -1.23919 -1.45662 0.70178
N: -0.64606 -1.99486 -0.50092
C: -0.73283 -1.43159 -1.73653
S: 0.04698 -2.10014 -3.03612
N: -1.49606 -0.31130 -1.84878
C: -1.89550 0.33552 -3.02879
C: -2.32473 -0.38250 -4.13722
C: -2.74559 0.27853 -5.27415
C: -2.76462 1.66549 -5.32508
C: -3.19843 2.38627 -6.56510
C: -2.35095 2.37214 -4.20379
C: -1.91308 1.73487 -3.05453
C: -1.46037 2.53440 -1.86580
C: 0.46308 -2.86237 -0.16756
C: 1.50599 -2.05723 0.61084
C: 1.67977 0.08684 3.50153
H: 2.82633 3.03159 6.45175
H: 2.91606 1.37407 7.09623
H: 4.17524 1.97002 5.97742
H: 3.98473 -0.38926 5.94937
H: 4.09041 -2.56829 4.84954
H: 2.67325 -3.08994 2.93299
H: 0.09842 0.24574 0.87596
H: -0.66641 -0.27030 2.40722
H: -1.53268 -2.30895 1.32397
H: -2.13924 -0.88051 0.48490
H: -1.63327 0.23954 -1.01435
H: -2.32392 -1.45947 -4.10612
H: -3.06928 -0.29417 -6.13054
H: -2.33903 2.56014 -7.21364
H: -3.92456 1.79778 -7.12096
H: -3.63669 3.35151 -6.32138
H: -2.36258 3.45320 -4.22833
H: -1.43161 3.59223 -2.11300
H: -2.14189 2.40785 -1.02135
H: -0.46092 2.23114 -1.55273
H: 0.09021 -3.68899 0.44287
H: 0.89309 -3.25327 -1.09005
H: 1.89064 -1.26033 -0.04840
H: 2.33889 -2.69989 0.88711
H: 1.03445 0.87564 3.15133

# 3
DFT (ωB97M-V/def2-TZVPD) results for C20H25N4O2PbSSi2 as an isolated structure.

## Properties
Kohn-Sham gap = 6.7875 eV
E = -63042.3274 eV
Total charge = -1
E_HOMO = -4.02 eV
Lowest unoccupied orbital energy = 2.8 eV

CARTESIAN COORDINATES (ANGSTROEM)
Pb: -0.21857 -0.62083 -2.44199
N: -2.80710 0.04025 5.68599
C: -2.90069 -0.24334 4.31908
C: -2.87908 0.78334 3.37716
C: -2.97638 0.49641 2.02710
C: -3.09737 -0.81715 1.59114
C: -3.18229 -1.84160 2.53052
C: -3.08019 -1.55467 3.88002
S: -3.05985 -1.11858 -0.16706
O: -3.22796 0.17365 -0.78515
O: -4.02704 -2.13800 -0.46762
N: -1.54037 -1.56818 -0.56853
C: -1.05192 -2.83286 -0.30640
N: 0.12429 -3.10917 -0.92197
C: 0.66438 -4.30077 -0.73818
C: 0.09093 -5.27423 0.06292
C: -1.08508 -4.89525 0.68841
N: -1.65435 -3.70899 0.52830
H: -2.37724 0.92057 5.90591
H: -2.45796 -0.71349 6.25247
H: -2.77019 1.81205 3.70673
H: -2.96427 1.28245 1.29274
H: -3.33351 -2.85471 2.19063
H: -3.13415 -2.35685 4.60948
H: 1.60367 -4.48267 -1.25661
H: 0.53694 -6.24780 0.20736
H: -1.59871 -5.57519 1.36579
C: 2.72665 -0.78372 0.34262
Si: 2.23762 -0.28949 -1.42238
C: 3.59611 -1.07909 -2.49508
C: 2.63083 1.58061 -1.53342
C: 3.95278 2.03156 -1.41279
C: 4.28017 3.37512 -1.52105
C: 3.27077 4.31278 -1.72942
C: 1.95334 3.88754 -1.82734
C: 1.60527 2.53062 -1.74844
Si: -0.23987 2.01209 -1.89900
C: -1.00196 2.80781 -0.36539
C: -0.89255 3.05442 -3.34447
H: 3.76687 -0.50434 0.55101
H: 2.62334 -1.86708 0.48827
H: 2.08376 -0.28889 1.07975
H: 4.59547 -0.77667 -2.15859
H: 3.48831 -0.77399 -3.54260
H: 3.54501 -2.17462 -2.46087
H: 4.75180 1.31392 -1.22875
H: 5.31386 3.69324 -1.44667
H: 3.51309 5.36619 -1.81413
H: 1.17097 4.63411 -1.96656
H: -0.72066 3.86610 -0.28431
H: -0.66980 2.29042 0.54227
H: -2.09268 2.73863 -0.42219
H: -0.72059 4.12757 -3.19231
H: -1.96954 2.89705 -3.47960
H: -0.39433 2.76371 -4.27677